No. 1
{"formula": "C4H8FN", "method": "ωB97M-V with the def2-TZVPD basis set", "symbols": ["C", "C", "C", "C", "N", "F", "H", "H", "H", "H", "H", "H", "H", "H"], "xyz": [[-0.661, 1.080, -0.125], [-1.752, 0.116, 0.179], [1.476, -0.646, -0.354], [1.039, 0.539, 0.537], [-0.766, 2.162, -0.719], [1.886, 1.585, 0.552], [-1.760, -0.053, 1.236], [-2.763, 0.427, -0.197], [-1.566, -0.938, -0.204], [1.761, -1.583, 0.161], [0.706, -0.759, -1.098], [2.455, -0.379, -0.894], [0.825, 0.199, 1.543], [0.136, 2.603, -0.739]], "homo_lumo_gap_ev": 10.17, "homo_energy_ev": -9.176, "e_lumo_ev": 0.99}

=====

No. 2
{"formula": "C14H13BF4MoN6S3", "method": "ωB97M-V with the def2-TZVPD basis set", "symbols": ["Mo", "C", "C", "N", "C", "S", "N", "N", "C", "C", "C", "C", "C", "C", "C", "N", "H", "H", "H", "H", "H", "H", "H", "H", "H", "H", "H", "H", "H", "S", "C", "S", "C", "C", "N", "C", "N", "F", "B", "F", "F", "F"], "xyz": [[-1.525, -0.180, -0.081], [3.359, -0.156, 3.680], [2.189, 0.835, 3.780], [0.849, 0.235, 3.594], [0.409, -0.115, 2.382], [-1.193, -0.808, 2.241], [1.247, 0.117, 1.341], [0.689, -0.234, 0.172], [1.436, -0.300, -0.933], [2.945, -0.229, -0.922], [0.646, -0.500, -2.143], [1.177, -0.659, -3.432], [0.373, -0.836, -4.564], [-1.025, -0.754, -4.369], [-1.514, -0.650, -3.061], [-0.706, -0.627, -1.979], [4.291, 0.419, 3.804], [3.398, -0.668, 2.694], [3.275, -0.935, 4.471], [2.326, 1.644, 3.054], [2.208, 1.304, 4.784], [0.281, 0.069, 4.418], [3.284, -0.530, 0.085], [3.341, 0.794, -1.074], [3.375, -0.893, -1.680], [2.298, -0.696, -3.533], [0.818, -1.058, -5.530], [-1.753, -0.820, -5.188], [-2.585, -0.659, -2.872], [-3.799, 0.588, 0.000], [-2.955, 2.142, 0.129], [-1.217, 2.182, -0.125], [-3.612, 3.309, 0.349], [-2.929, 4.527, 0.373], [-2.356, 5.561, 0.429], [-4.995, 3.399, 0.562], [-6.160, 3.503, 0.745], [-2.594, -2.119, -0.546], [-0.912, -3.952, -0.270], [0.092, -3.166, -0.739], [-1.316, -4.077, 0.974], [-1.157, -5.007, -1.022]], "homo_lumo_gap_ev": [4.71, 4.74], "homo_energy_ev": [-15.654, -15.660], "charge": 2, "e_lumo_ev": [-10.94, -10.92]}

=====

No. 3
{"formula": "C3HNO3", "method": "ωB97M-V with the def2-TZVPD basis set", "symbols": ["O", "C", "C", "N", "C", "O", "O", "H"], "xyz": [[2.189, -0.822, -0.215], [1.052, -0.445, 0.071], [0.501, 0.864, 0.090], [-0.822, 0.967, -0.064], [-1.311, -0.501, -0.108], [-2.480, -0.766, -0.101], [-0.103, -1.233, 0.221], [0.974, 1.936, 0.106]], "smiles": "O=C1C=NC(=O)O1", "homo_lumo_gap_ev": 9.42, "homo_energy_ev": -11.473, "e_lumo_ev": -2.05}

=====

No. 4
{"formula": "C17H31AlBrClF5N3O8S", "method": "ωB97M-V with the def2-TZVPD basis set", "symbols": ["C", "N", "C", "C", "C", "C", "O", "S", "O", "O", "F", "H", "H", "H", "H", "H", "H", "H", "H", "H", "H", "H", "H", "C", "C", "O", "C", "O", "C", "F", "F", "F", "H", "H", "H", "H", "H", "Al", "N", "C", "C", "C", "C", "C", "H", "H", "H", "H", "H", "C", "N", "O", "O", "H", "H", "H", "C", "C", "O", "H", "H", "H", "H", "H", "H", "Br", "F", "Cl"], "xyz": [[2.681, 3.233, 2.707], [2.569, 3.102, 1.236], [2.186, 4.314, 0.489], [0.693, 4.592, 0.263], [-0.203, 4.621, 1.527], [-1.035, 3.320, 1.652], [-2.340, 3.619, 1.162], [1.979, 1.665, 0.748], [3.048, 0.763, 0.644], [1.293, 1.633, -0.579], [1.096, 1.109, 1.902], [3.545, 3.865, 2.922], [1.777, 3.583, 3.207], [2.930, 2.268, 3.160], [2.623, 5.171, 1.006], [2.678, 4.279, -0.493], [0.633, 5.596, -0.179], [0.206, 3.938, -0.462], [0.308, 4.898, 2.452], [-0.946, 5.409, 1.353], [-1.135, 2.974, 2.687], [-0.643, 2.558, 0.967], [-2.831, 2.789, 1.102], [0.546, -2.013, -1.192], [0.955, -1.007, -2.243], [1.087, -1.643, -3.548], [-0.022, -1.798, -4.212], [-1.122, -1.474, -3.863], [0.264, -2.432, -5.572], [1.092, -3.454, -5.517], [0.771, -1.563, -6.439], [-0.928, -2.910, -6.133], [1.244, -2.852, -1.174], [0.526, -1.546, -0.209], [-0.444, -2.420, -1.400], [1.934, -0.597, -2.002], [0.250, -0.170, -2.292], [-2.694, -2.618, -7.310], [5.686, 2.667, 5.298], [5.866, 2.293, 4.027], [6.478, 1.108, 3.646], [6.936, 0.264, 4.645], [6.767, 0.635, 5.974], [6.137, 1.838, 6.243], [5.499, 2.980, 3.281], [6.576, 0.874, 2.563], [7.421, -0.672, 4.393], [7.114, 0.003, 6.782], [5.978, 2.166, 7.266], [-4.965, -2.594, -3.267], [-5.994, -2.865, -4.309], [-5.618, -3.045, -5.464], [-7.141, -2.893, -3.950], [-3.985, -2.599, -3.733], [-5.181, -1.620, -2.836], [-5.044, -3.381, -2.518], [-7.298, -6.445, 0.019], [-7.066, -5.031, -0.478], [-5.766, -4.906, -1.064], [-6.542, -6.718, 0.756], [-8.284, -6.542, 0.475], [-7.221, -7.161, -0.802], [-7.122, -4.322, 0.346], [-7.818, -4.756, -1.224], [-5.719, -5.527, -1.798], [0.510, 2.123, -2.157], [-1.488, 1.032, 0.419], [6.711, 2.292, 1.100]], "homo_lumo_gap_ev": 2.43, "homo_energy_ev": -5.833, "e_lumo_ev": -3.41}

=====

No. 5
{"formula": "C28H49BrFeNP3", "method": "ωB97M-V with the def2-TZVPD basis set", "symbols": ["N", "C", "C", "C", "C", "C", "C", "Fe", "P", "C", "C", "C", "C", "C", "C", "C", "Br", "H", "H", "H", "H", "H", "H", "H", "H", "H", "H", "P", "C", "C", "H", "H", "H", "H", "H", "C", "C", "H", "H", "H", "H", "H", "C", "C", "H", "H", "H", "H", "H", "C", "C", "H", "H", "H", "H", "H", "C", "C", "H", "H", "H", "H", "H", "C", "C", "H", "H", "H", "H", "H", "C", "P", "C", "C", "H", "H", "H", "H", "H", "H", "H", "H", "H"], "xyz": [[-6.548, 5.073, -5.096], [-6.373, 5.648, -3.905], [-5.586, 5.048, -2.917], [-4.936, 3.803, -3.203], [-5.096, 3.276, -4.518], [-5.949, 3.935, -5.410], [-4.072, 3.172, -2.198], [-1.193, 0.253, 0.534], [5.538, -0.817, 0.449], [-3.195, 2.145, -2.415], [-2.157, 1.881, -1.474], [-1.030, 1.177, -1.884], [0.189, 1.315, -1.182], [0.228, 1.975, 0.070], [-1.011, 2.437, 0.604], [-2.191, 2.298, -0.134], [1.737, 1.863, 1.291], [-4.131, 3.632, -1.205], [-3.200, 1.605, -3.370], [-5.445, 5.531, -1.944], [-4.568, 2.376, -4.829], [-6.868, 6.592, -3.691], [-6.148, 3.507, -6.384], [-1.100, 0.607, -2.807], [-3.149, 2.531, 0.314], [1.128, 0.907, -1.609], [-1.023, 2.972, 1.533], [-0.687, -2.124, 0.241], [5.366, 1.005, 0.570], [6.645, 1.698, 0.113], [5.184, 1.228, 1.631], [4.508, 1.324, -0.031], [6.619, 2.760, 0.334], [7.525, 1.287, 0.602], [6.794, 1.596, -0.967], [4.899, -1.318, -1.191], [5.744, -2.390, -1.878], [4.920, -0.392, -1.786], [3.868, -1.659, -1.033], [5.431, -2.494, -2.917], [6.810, -2.143, -1.886], [5.644, -3.369, -1.405], [4.488, -1.630, 1.732], [5.324, -1.992, 2.937], [4.092, -2.537, 1.254], [3.670, -0.943, 1.977], [4.796, -2.676, 3.588], [6.255, -2.477, 2.667], [5.586, -1.119, 3.525], [-0.606, -3.537, 1.361], [-1.655, -4.641, 1.370], [-0.549, -3.095, 2.362], [0.382, -3.988, 1.197], [-2.618, -4.302, 1.751], [-1.813, -5.114, 0.399], [-1.335, -5.445, 2.042], [0.707, -2.462, -0.924], [0.344, -2.338, -2.388], [1.126, -3.461, -0.694], [1.490, -1.732, -0.636], [-0.467, -3.031, -2.656], [0.029, -1.315, -2.627], [1.218, -2.573, -3.013], [-2.323, -2.294, -0.665], [-3.488, -1.932, 0.276], [-2.422, -3.314, -1.075], [-2.291, -1.585, -1.519], [-4.306, -1.470, -0.301], [-3.885, -2.812, 0.806], [-3.191, -1.173, 1.038], [-2.414, 0.334, 3.464], [-0.608, 0.327, 3.043], [-0.015, 1.834, 3.908], [-0.208, -0.984, 4.270], [-2.981, 0.955, 2.752], [-2.444, 0.739, 4.489], [-2.799, -0.698, 3.437], [-0.361, 1.781, 4.948], [1.070, 1.994, 3.916], [-0.487, 2.694, 3.423], [-0.425, -0.601, 5.285], [-0.851, -1.846, 4.049], [0.844, -1.291, 4.214]], "multiplicity": 5, "homo_lumo_gap_ev": [6.99, 3.90], "homo_energy_ev": [-12.284, -12.648], "charge": 2, "e_lumo_ev": [-5.30, -8.74]}

=====

No. 6
{"formula": "C3H4O2S", "method": "ωB97M-V with the def2-TZVPD basis set", "symbols": ["C", "C", "C", "O", "O", "S", "H", "H", "H", "H"], "xyz": [[1.443, 0.262, -0.059], [0.028, 0.707, 0.103], [-0.813, -0.294, 0.437], [-0.642, 1.929, -0.062], [3.763, -0.754, -0.108], [3.120, 0.520, 0.192], [1.391, -0.792, -0.322], [-0.478, -1.300, 0.599], [-1.856, -0.084, 0.587], [-0.043, 2.610, -0.391]], "homo_lumo_gap_ev": 7.80, "homo_energy_ev": -8.682, "e_lumo_ev": -0.88}

=====

No. 7
{"formula": "C14H27N7O7V", "method": "ωB97M-V with the def2-TZVPD basis set", "symbols": ["O", "H", "V", "N", "N", "N", "N", "O", "O", "O", "O", "C", "C", "C", "C", "C", "H", "H", "H", "C", "H", "H", "H", "C", "C", "H", "H", "H", "H", "H", "H", "H", "H", "C", "H", "H", "H", "O", "H", "H", "C", "N", "C", "C", "C", "N", "C", "O", "N", "H", "H", "H", "H", "H", "H", "H"], "xyz": [[-1.026, 0.270, -3.502], [-1.739, 0.821, -3.897], [-0.833, 0.299, -1.064], [-0.020, 1.563, 0.529], [0.875, 0.923, -1.740], [-1.688, -0.806, 0.532], [-0.696, -1.579, -1.651], [0.119, 1.319, 1.784], [-1.411, -0.774, 1.928], [0.203, -2.058, -2.565], [1.624, 0.261, -2.568], [1.236, 2.202, -1.274], [0.725, 2.585, 0.007], [-2.101, -2.045, 0.157], [-1.559, -2.462, -1.113], [1.119, 3.796, 0.765], [1.586, 3.615, 1.722], [0.237, 4.396, 0.913], [1.812, 4.373, 0.179], [2.184, 3.095, -2.086], [2.106, 2.738, -3.157], [3.244, 2.966, -1.683], [1.850, 4.182, -1.986], [-2.965, -2.946, 1.021], [-1.918, -3.712, -1.865], [-3.897, -2.390, 1.203], [-2.570, -3.310, 1.988], [-3.231, -3.851, 0.450], [-1.200, -3.790, -2.702], [-2.946, -3.593, -2.269], [-1.863, -4.616, -1.226], [-0.823, 0.037, 2.065], [0.838, -1.238, -2.672], [-2.242, 1.219, -1.252], [-2.099, 2.161, -0.763], [-2.788, 0.635, -0.507], [-2.743, 1.240, -2.370], [-5.283, 2.616, -0.996], [-5.869, 2.366, -1.727], [-5.114, 3.553, -1.141], [4.139, 0.830, 2.543], [3.018, -0.029, 2.242], [2.518, -0.803, 3.228], [1.586, -1.761, 2.915], [1.269, -1.884, 1.518], [1.451, -0.895, 0.656], [2.573, -0.135, 0.915], [3.173, 0.507, 0.043], [0.718, -3.029, 1.070], [3.893, 1.521, 3.346], [4.386, 1.372, 1.641], [4.999, 0.237, 2.851], [2.908, -0.633, 4.233], [1.103, -2.431, 3.636], [0.520, -3.095, 0.049], [0.611, -3.831, 1.646]], "multiplicity": 4, "homo_lumo_gap_ev": [5.26, 6.40], "homo_energy_ev": [-6.363, -7.620], "e_lumo_ev": [-1.10, -1.22]}

=====

No. 8
{"formula": "C27H32Cl2N7O2S2SiTeZr", "method": "ωB97M-V with the def2-TZVPD basis set", "symbols": ["Zr", "C", "C", "C", "C", "C", "C", "N", "N", "Si", "C", "C", "C", "H", "H", "H", "H", "H", "H", "H", "H", "H", "H", "H", "H", "H", "H", "H", "Cl", "C", "C", "C", "Cl", "C", "O", "C", "C", "O", "C", "H", "H", "H", "C", "C", "C", "N", "N", "C", "N", "S", "H", "H", "H", "H", "H", "H", "H", "Te", "C", "C", "C", "C", "S", "H", "H", "H", "N", "C", "C", "C", "N", "H", "H", "H", "H"], "xyz": [[0.286, 0.100, 0.177], [1.040, 0.216, 4.307], [-0.326, 0.318, 3.689], [-1.390, 0.828, 4.390], [-2.665, 0.785, 3.810], [-2.847, 0.248, 2.565], [-1.722, -0.250, 1.875], [-0.492, -0.219, 2.454], [-1.678, -0.687, 0.590], [-3.121, -1.159, -0.317], [-4.222, 0.309, -0.667], [-2.615, -1.952, -1.925], [-3.999, -2.440, 0.732], [1.095, -0.674, 4.940], [1.244, 1.074, 4.947], [1.815, 0.140, 3.550], [-1.242, 1.232, 5.381], [-3.513, 1.186, 4.351], [-3.818, 0.239, 2.093], [-3.613, 1.173, -0.945], [-4.863, 0.593, 0.168], [-4.874, 0.079, -1.514], [-2.678, -1.243, -2.748], [-3.293, -2.781, -2.144], [-1.595, -2.335, -1.914], [-4.318, -2.052, 1.700], [-3.339, -3.293, 0.914], [-4.887, -2.816, 0.220], [1.335, 7.444, 1.476], [0.819, 5.817, 1.198], [-0.449, 5.593, 0.634], [-0.899, 4.320, 0.402], [-2.463, 4.049, -0.267], [-0.094, 3.196, 0.704], [-0.538, 1.995, 0.500], [1.177, 3.447, 1.272], [2.009, 2.362, 1.650], [1.788, 1.156, 1.429], [1.621, 4.764, 1.525], [-1.079, 6.436, 0.385], [2.926, 2.605, 2.201], [2.595, 4.930, 1.968], [-0.579, -5.191, -2.691], [0.607, -4.252, -2.477], [0.652, -3.649, -1.113], [0.870, -2.411, -0.854], [0.891, -2.124, 0.490], [0.616, -3.159, 1.249], [0.513, -3.080, 2.585], [0.417, -4.607, 0.334], [-0.548, -5.597, -3.700], [-1.524, -4.665, -2.564], [-0.557, -6.034, -1.997], [0.591, -3.421, -3.183], [1.543, -4.794, -2.638], [0.293, -2.153, 2.934], [0.152, -3.866, 3.097], [-0.439, 1.154, -2.402], [-0.045, -0.210, -3.957], [-0.956, -0.562, -4.912], [-0.428, -1.436, -5.903], [0.884, -1.726, -5.694], [1.473, -0.949, -4.285], [-1.973, -0.195, -4.916], [-0.998, -1.817, -6.738], [1.533, -2.346, -6.291], [3.448, -0.798, -0.156], [4.593, -0.845, -0.854], [4.404, -0.088, -1.987], [3.091, 0.383, -1.887], [2.514, -0.048, -0.770], [3.236, -1.240, 0.723], [5.443, -1.400, -0.498], [5.110, 0.099, -2.775], [2.545, 1.033, -2.551]], "homo_lumo_gap_ev": 6.45, "homo_energy_ev": -9.733, "charge": 1, "e_lumo_ev": -3.28}

=====

No. 9
{"formula": "C4H10NOS", "method": "ωB97M-V with the def2-TZVPD basis set", "symbols": ["C", "C", "C", "C", "N", "O", "S", "H", "H", "H", "H", "H", "H", "H", "H", "H", "H"], "xyz": [[-1.809, 1.768, 0.834], [-0.472, -2.254, -0.523], [1.380, 0.881, -1.204], [-0.541, 1.137, 0.356], [-0.666, -1.087, -1.493], [-2.448, 1.428, 1.783], [0.426, 2.150, -0.488], [-2.081, 2.774, 0.260], [-1.038, -3.190, -0.864], [0.593, -2.532, -0.588], [-0.670, -2.014, 0.456], [0.698, 0.027, -1.325], [2.306, 0.635, -0.678], [1.784, 1.311, -2.164], [-0.287, 0.127, 0.540], [-1.613, -0.881, -1.563], [-0.333, -1.466, -2.437]], "multiplicity": 3, "homo_lumo_gap_ev": [8.86, 5.21], "homo_energy_ev": [-12.884, -13.661], "charge": 1, "e_lumo_ev": [-4.02, -8.45]}

=====

No. 10
{"formula": "C6H14O", "method": "ωB97M-V with the def2-TZVPD basis set", "symbols": ["C", "C", "O", "C", "C", "C", "C", "H", "H", "H", "H", "H", "H", "H", "H", "H", "H", "H", "H", "H", "H"], "xyz": [[-0.551, -2.382, 1.258], [-0.697, -1.117, 0.855], [-1.903, -0.543, 0.607], [0.467, -0.185, 0.610], [0.180, 1.183, -0.032], [-0.122, 1.112, -1.532], [1.386, 2.094, 0.212], [-1.397, -3.057, 1.370], [0.438, -2.777, 1.461], [-2.590, -1.192, 0.813], [0.914, -0.014, 1.596], [1.227, -0.711, 0.014], [-0.693, 1.616, 0.470], [-0.318, 2.118, -1.926], [-0.994, 0.487, -1.746], [0.735, 0.705, -2.084], [1.215, 3.098, -0.192], [2.282, 1.689, -0.276], [1.602, 2.192, 1.282], [-0.670, -1.964, -1.691], [-0.512, -2.353, -1.068]], "smiles": "C=C(O)CC(C)C.[H][H]", "homo_lumo_gap_ev": 9.61, "homo_energy_ev": -8.697, "e_lumo_ev": 0.91}

=====

No. 11
{"formula": "C2H3NO2", "method": "ωB97M-V with the def2-TZVPD basis set", "symbols": ["C", "C", "N", "O", "O", "H", "H", "H"], "xyz": [[1.068, 1.594, -2.394], [-0.592, -0.031, 1.805], [1.591, 0.866, -1.586], [0.390, 2.342, -2.978], [0.111, -0.314, 0.873], [-0.726, -0.526, 2.789], [-1.405, 0.798, 1.751], [2.532, 0.678, -1.322]], "multiplicity": 3, "homo_lumo_gap_ev": [7.43, 8.57], "homo_energy_ev": [-6.685, -10.976], "e_lumo_ev": [0.75, -2.41]}

=====

No. 12
{"formula": "C2Br3ClF2", "method": "ωB97M-V with the def2-TZVPD basis set", "symbols": ["C", "C", "F", "F", "Cl", "Br", "Br", "Br"], "xyz": [[-0.585, 0.018, 0.134], [0.859, 0.025, 0.514], [-1.263, -0.962, 0.727], [-0.785, -0.108, -1.187], [1.843, 1.154, -0.218], [-1.421, 1.742, 0.663], [1.567, -1.561, 1.194], [2.906, 1.539, -2.905]], "homo_lumo_gap_ev": [6.01, 9.14], "homo_energy_ev": [-9.327, -10.959], "e_lumo_ev": [-3.31, -1.82]}

=====

| no. | total energy (eV) |
| --- | --- |
| 1 | -8483.681 |
| 2 | -69562.578 |
| 3 | -10757.906 |
| 4 | -152552.953 |
| 5 | -163600.480 |
| 6 | -18102.981 |
| 7 | -65396.056 |
| 8 | -106211.665 |
| 9 | -18671.148 |
| 10 | -8495.107 |
| 11 | -7703.050 |
| 12 | -230156.060 |